{"formula": "C28H35N2Pt", "method": "ωB97M-V with the def2-TZVPD basis set", "lumo_ev": [-2.4, -5.4], "spin_multiplicity": 5, "s2": 6.011, "mol_weight_g_mol": 594.68, "total_charge": 1, "gap_ev": [5.485, 6.030], "e_tot_ev": -35817.945, "elements": ["Pt", "N", "N", "C", "C", "C", "C", "C", "C", "C", "C", "C", "C", "C", "C", "C", "C", "C", "C", "C", "C", "C", "C", "C", "C", "C", "C", "C", "C", "C", "C", "H", "H", "H", "H", "H", "H", "H", "H", "H", "H", "H", "H", "H", "H", "H", "H", "H", "H", "H", "H", "H", "H", "H", "H", "H", "H", "H", "H", "H", "H", "H", "H", "H", "H", "H"], "xyz": [[-1.15, -0.79, 0.39], [-0.79, -0.34, 2.38], [-1.07, -0.29, 4.55], [0.59, 2.06, -1.15], [-2.63, 0.44, -2.60], [-0.18, 2.18, -3.32], [0.08, -2.46, 0.47], [-0.46, 1.95, -1.97], [1.43, -1.97, 0.68], [0.17, 0.55, 2.90], [2.22, -2.17, 1.91], [2.18, 2.56, -2.79], [3.28, -0.84, -0.68], [-1.23, -2.95, -1.76], [-3.00, 2.78, -1.75], [-2.23, 1.48, -1.58], [1.15, -1.19, -2.95], [-0.51, -3.63, 1.18], [-3.12, -0.09, 0.30], [1.23, 1.24, 2.30], [1.81, 2.09, 4.52], [-0.25, -2.15, -0.98], [1.90, -1.39, -0.51], [-2.26, 0.99, -0.15], [-0.03, 0.59, 4.28], [0.77, 1.36, 5.12], [2.04, 2.02, 3.14], [-1.50, -0.84, 3.40], [1.14, 2.47, -3.73], [0.94, -1.52, -1.53], [1.89, 2.36, -1.42], [3.05, -2.87, 1.75], [-0.88, -3.98, -1.92], [-2.06, 1.79, 0.59], [2.65, -1.22, 2.27], [-0.32, 1.88, -0.37], [1.83, -1.90, -3.44], [2.65, 2.45, -0.62], [-0.34, -3.55, 2.26], [-3.74, -0.61, -0.44], [-1.41, -2.50, -2.74], [-2.62, 3.55, -1.07], [2.87, 2.58, 2.70], [-2.19, -2.98, -1.22], [3.56, -0.22, 0.19], [-3.54, 0.00, 1.31], [-1.59, -3.66, 1.00], [1.59, -2.57, 2.72], [3.35, -0.21, -1.57], [1.34, 2.64, -4.79], [-2.32, -1.55, 3.33], [-3.65, 0.07, -2.43], [-1.94, -0.42, -2.56], [-2.58, 0.85, -3.62], [-2.90, 3.16, -2.77], [2.45, 2.72, 5.13], [-4.08, 2.64, -1.55], [-0.07, -4.57, 0.83], [-1.46, -0.49, 5.47], [4.03, -1.64, -0.77], [0.55, 1.37, 6.19], [0.20, -1.20, -3.50], [-0.98, 2.14, -4.07], [1.58, -0.18, -3.07], [3.19, 2.79, -3.11], [1.37, 1.14, 1.22]], "mulliken_spin": [0.79, 0.16, 0.01, 0.07, -0.01, 0.00, 0.59, 0.08, 0.30, 0.04, 0.02, 0.00, -0.01, -0.09, 0.05, -0.07, 0.00, -0.01, 0.47, -0.01, 0.00, 0.38, 0.23, 0.49, 0.00, 0.00, 0.01, 0.02, 0.00, 0.23, 0.01, 0.02, 0.02, -0.01, 0.01, -0.01, 0.03, 0.00, 0.00, 0.05, 0.00, 0.00, 0.00, 0.03, 0.01, 0.03, 0.02, 0.00, 0.00, 0.00, 0.00, 0.00, 0.03, 0.00, 0.00, 0.00, 0.00, 0.02, 0.00, 0.02, 0.00, 0.00, 0.00, 0.02, 0.00, -0.02]}